Formula: C44H77N11
Source: the Open Molecules 2025 dataset
Level of theory: wB97M-V/def2-TZVPD

Each line ends with the Löwdin charge.
Cartesian coordinates (Å):
C  22.65  -11.87  -0.71  -0.109
C  23.16  -11.75  0.71  -0.263
C  24.63  -12.17  0.86  -0.189
C  24.90  -13.55  0.45  -0.229
N  25.11  -14.64  0.14  0.152
H  21.59  -11.61  -0.79  0.072
H  22.75  -12.89  -1.08  0.072
H  23.15  -11.19  -1.41  0.071
H  22.58  -12.36  1.40  0.088
H  23.06  -10.71  1.03  0.087
H  24.95  -12.02  1.89  0.077
H  25.26  -11.52  0.24  0.118
C  30.63  -2.25  0.87  -0.106
C  31.56  -3.17  0.10  -0.250
C  31.83  -4.50  0.83  -0.181
C  30.61  -5.21  1.25  -0.211
N  29.66  -5.76  1.56  0.187
H  30.94  -2.11  1.91  0.082
H  29.61  -2.63  0.81  0.049
H  30.63  -1.28  0.37  0.082
H  32.51  -2.70  -0.12  0.114
H  31.17  -3.41  -0.89  0.094
H  32.44  -4.35  1.72  0.123
H  32.37  -5.18  0.17  0.098
C  27.47  -1.37  2.59  -0.098
C  26.58  -2.45  3.18  -0.242
C  26.87  -3.81  2.53  -0.194
C  26.70  -3.85  1.08  -0.246
N  26.53  -3.88  -0.06  0.192
H  27.38  -1.33  1.50  0.076
H  28.51  -1.68  2.69  0.061
H  27.30  -0.37  2.96  0.077
H  25.52  -2.25  3.04  0.091
H  26.75  -2.55  4.25  0.115
H  26.23  -4.59  2.95  0.100
H  27.92  -4.08  2.71  0.101
C  23.15  -7.95  5.15  -0.110
C  22.73  -7.03  4.02  -0.255
C  21.66  -7.67  3.14  -0.201
C  20.45  -8.07  3.87  -0.243
N  19.50  -8.36  4.44  0.144
H  22.38  -8.12  5.89  0.080
H  24.07  -7.61  5.62  0.076
H  23.42  -8.92  4.70  0.030
H  23.59  -6.84  3.38  0.090
H  22.34  -6.09  4.42  0.103
H  22.02  -8.62  2.72  0.102
H  21.31  -7.06  2.31  0.083
C  24.00  -5.58  -2.97  -0.087
C  24.38  -6.77  -3.87  -0.238
C  24.11  -6.53  -5.35  -0.194
C  24.86  -5.42  -5.92  -0.239
N  25.45  -4.55  -6.37  0.152
H  24.88  -4.94  -2.85  0.065
H  23.68  -5.91  -1.98  0.035
H  23.19  -5.01  -3.42  0.081
H  23.72  -7.60  -3.58  0.083
H  25.41  -7.05  -3.65  0.084
H  23.05  -6.30  -5.48  0.106
H  24.27  -7.43  -5.94  0.122
C  28.21  -6.79  -3.78  -0.109
C  28.30  -5.51  -2.97  -0.248
C  29.17  -5.59  -1.73  -0.203
C  30.58  -5.91  -1.98  -0.241
N  31.68  -6.13  -2.13  0.165
H  27.70  -7.59  -3.23  0.070
H  29.16  -7.21  -4.13  0.078
H  27.63  -6.63  -4.69  0.064
H  27.30  -5.25  -2.61  0.082
H  28.62  -4.69  -3.62  0.119
H  28.79  -6.42  -1.12  0.111
H  29.13  -4.69  -1.12  0.086
C  25.38  -7.93  0.28  -0.090
C  26.29  -7.33  1.34  -0.262
C  27.08  -8.38  2.12  -0.183
C  26.29  -9.22  3.01  -0.197
N  25.66  -9.86  3.70  0.196
H  24.99  -7.11  -0.32  0.051
H  24.58  -8.47  0.77  0.051
H  25.88  -8.61  -0.42  0.079
H  25.73  -6.70  2.05  0.088
H  27.00  -6.63  0.90  0.071
H  27.89  -7.88  2.66  0.111
H  27.64  -9.04  1.44  0.108
C  22.10  -3.25  2.65  -0.093
C  23.33  -3.59  1.82  -0.252
C  22.95  -4.36  0.55  -0.187
C  21.89  -3.75  -0.25  -0.234
N  21.07  -3.26  -0.89  0.156
H  21.32  -2.76  2.05  0.073
H  22.37  -2.55  3.45  0.076
H  21.64  -4.11  3.15  0.066
H  24.08  -4.15  2.37  0.083
H  23.76  -2.63  1.51  0.109
H  22.53  -5.34  0.84  0.095
H  23.81  -4.64  -0.06  0.082
C  23.33  -14.23  6.17  -0.106
C  23.60  -12.79  6.59  -0.248
C  23.81  -11.87  5.39  -0.215
C  22.66  -11.74  4.49  -0.227
N  21.75  -11.68  3.80  0.170
H  24.14  -14.69  5.59  0.070
H  22.41  -14.28  5.58  0.074
H  23.15  -14.87  7.04  0.071
H  24.50  -12.75  7.21  0.108
H  22.75  -12.41  7.17  0.113
H  24.69  -12.16  4.83  0.083
H  23.97  -10.83  5.72  0.092
C  29.14  -15.16  3.00  -0.111
C  27.70  -14.72  2.81  -0.250
C  27.49  -13.28  3.31  -0.196
C  28.27  -12.27  2.62  -0.230
N  28.87  -11.47  2.04  0.159
H  29.45  -15.20  4.05  0.077
H  29.86  -14.53  2.47  0.073
H  29.26  -16.19  2.66  0.075
H  27.02  -15.36  3.36  0.110
H  27.39  -14.78  1.76  0.090
H  27.70  -13.26  4.39  0.123
H  26.44  -12.97  3.24  0.080
C  20.84  -8.18  -3.90  -0.097
C  19.71  -7.76  -2.96  -0.246
C  20.12  -6.83  -1.81  -0.178
C  21.12  -7.40  -0.92  -0.216
N  21.89  -7.82  -0.20  0.191
H  20.45  -8.95  -4.56  0.077
H  21.73  -8.56  -3.40  0.058
H  21.08  -7.34  -4.55  0.067
H  19.23  -8.66  -2.56  0.112
H  18.92  -7.27  -3.54  0.112
H  19.21  -6.62  -1.25  0.127
H  20.51  -5.87  -2.17  0.108

Properties
* lowest unoccupied orbital energy: 0.293 eV
* net charge: 0
* total energy: -63266.9486 eV
* relative energy (zero: lowest compared OMol25 entry of this formula, charge and spin): 0.124 eV
* orbital gap: 11.558 eV
* SMILES string: CCCC#N.CCCC#N.CCCC#N.CCCC#N.CCCC#N.CCCC#N.CCCC#N.CCCC#N.CCCC#N.CCCC#N.CCCC#N